1.
Below is C22H45Br3CaCl6FLiNNaO4P as an isolated structure, with properties calculated with ωB97M-V/def2-TZVPD.

```
86
Properties=species:S:1:pos:R:3:forces:R:3
C -0.983879 1.032884 -2.461736 0.569 -1.160 0.976
C 0.300468 0.103165 -2.325839 -0.583 0.323 0.802
O 1.078778 0.011498 -3.571108 -0.482 -0.810 0.803
C 1.343012 0.575798 -1.201970 -0.174 -0.163 0.335
P 2.035293 -1.034918 -0.448020 -0.837 -0.118 -1.443
C 3.804975 -0.624837 0.057367 1.137 1.168 -0.119
C 4.678172 -0.801158 -1.249218 -0.008 -3.618 2.635
O 5.126524 -1.945917 -1.522650 -1.265 4.188 -0.468
C 0.916021 -1.419132 1.016742 0.222 -0.393 0.664
C 1.599873 -2.551757 1.945257 1.122 -1.163 -4.455
C 2.217860 -3.727415 1.036759 0.855 0.400 0.708
F 1.348821 -4.139693 -0.032818 0.731 0.590 1.056
H -1.882028 0.508129 -1.965934 1.255 0.597 -0.714
H -0.826075 2.000039 -1.889753 -0.151 -0.884 -0.978
H -1.162156 1.193262 -3.629189 0.039 -0.128 2.563
H -0.058889 -0.955727 -2.091304 0.590 1.221 -0.061
H 0.538971 -0.551665 -4.165665 0.288 0.743 0.132
H 2.176535 1.203460 -1.688658 -1.140 -0.718 0.402
H 0.853570 1.200567 -0.374475 0.586 -0.750 -1.306
H 4.128793 -1.353146 0.890517 -0.297 1.264 -1.413
H 3.942216 0.475879 0.370425 -0.191 -1.370 0.139
H 4.844899 0.132268 -1.907719 0.158 -1.392 0.029
H -0.075313 -1.860775 0.641582 1.484 0.746 0.040
H 0.678547 -0.469247 1.594275 0.402 -1.280 -0.526
H 0.713694 -2.953558 2.666008 2.651 -0.580 -3.253
H 2.401648 -2.002151 2.548359 -0.905 -1.426 -0.798
H 3.238316 -3.450305 0.584522 -1.321 -0.546 0.210
H 2.378607 -4.634145 1.703317 -0.222 1.068 -0.911
C -4.342163 -1.148269 4.421400 -0.127 -0.061 -0.102
C -3.062505 -1.053073 3.600488 -0.316 -0.007 0.191
C -2.808767 0.252990 2.854176 0.138 -0.470 0.110
N -3.806100 0.633890 1.757823 -0.026 0.366 -0.547
C -4.092151 -0.536241 0.852959 0.038 0.249 0.408
C -5.098899 1.239882 2.300650 0.143 -0.071 0.229
C -4.759267 2.691616 2.549002 -0.025 0.071 0.226
C -3.933083 3.063964 1.335404 0.108 0.480 -0.265
C -3.202966 1.791869 0.918784 -0.108 -0.167 0.062
H -5.221196 -1.285668 3.787199 -0.117 0.054 0.124
H -4.295426 -2.017284 5.080569 0.034 0.093 -0.054
H -4.480539 -0.263684 5.048495 -0.072 -0.037 0.008
H -3.005662 -1.903496 2.916477 0.166 0.072 0.022
H -2.221946 -1.182397 4.291455 0.169 0.125 -0.364
H -1.840141 0.155333 2.355728 -0.107 0.053 0.008
H -2.741959 1.093680 3.548153 -0.137 0.024 -0.142
H -4.617771 -1.302404 1.421263 0.132 0.025 -0.050
H -3.142388 -0.911690 0.470959 -0.108 -0.035 0.052
H -4.723345 -0.196426 0.031521 0.107 0.028 0.085
H -5.861473 1.142700 1.523632 0.152 -0.050 0.013
H -5.425690 0.724430 3.197347 0.101 -0.210 -0.134
H -4.173993 2.805838 3.465499 -0.109 -0.069 -0.014
H -5.651866 3.310950 2.650136 0.015 -0.135 0.025
H -3.240982 3.880102 1.547642 -0.059 -0.078 -0.144
H -4.583555 3.397695 0.522793 0.099 0.000 0.080
H -2.130419 1.844347 1.104448 -0.140 -0.212 0.025
H -3.370819 1.577717 -0.137524 0.118 -0.157 0.161
Cl -1.396075 2.002118 -5.120644 -0.907 0.771 -1.778
Na 3.461834 -1.843633 -3.369156 -0.607 -0.073 -0.040
Br 0.376804 -1.992142 3.922645 -3.718 3.198 6.769
O -3.729590 6.290466 0.488855 -2.129 0.868 1.359
C -4.893208 6.792609 0.726266 1.591 -0.705 -6.785
C -5.099355 6.909358 2.373697 -1.644 0.893 6.667
O -6.270009 7.389983 2.605079 2.238 -1.013 -1.308
H -5.767964 6.232046 0.358722 0.050 -0.779 0.958
H -5.094609 7.803073 0.336573 0.622 0.502 0.981
H -4.232503 7.489072 2.729054 -0.101 0.773 -0.983
H -4.878413 5.902380 2.764724 -0.620 -0.534 -0.874
Br 0.488601 -1.580449 -6.762478 -0.064 -0.022 0.021
C 0.654313 -0.083455 -7.989304 -0.086 -0.152 -0.160
C 1.815725 0.785682 -7.585128 -0.194 -0.027 0.317
Br 1.363000 1.892592 -6.040732 -0.358 -0.353 0.068
H -0.298771 0.444570 -7.991041 0.122 0.030 0.178
H 0.817739 -0.527716 -8.971821 0.108 0.053 0.099
H 2.066996 1.495287 -8.382995 -0.510 -0.463 -0.634
H 2.709514 0.213653 -7.318039 -0.020 -0.142 -0.156
Ca 3.497791 2.718095 -7.391732 1.729 1.001 0.267
Li 4.496821 1.900857 -1.554281 -0.225 0.560 -0.128
C 6.988555 -2.680326 1.098496 0.204 -0.253 -0.201
Cl 6.496648 -1.318597 2.116914 0.079 0.147 -0.001
Cl 6.688520 -4.222017 1.905218 -0.041 0.061 -0.087
H 6.421851 -2.651375 0.171571 -0.010 -0.056 0.215
H 8.052128 -2.594412 0.883832 -0.115 0.003 0.179
C 9.035309 -7.685304 1.594067 0.038 -0.089 0.050
Cl 9.578714 -8.769910 0.307034 -0.090 0.102 0.076
Cl 9.232728 -8.449330 3.176232 -0.065 0.093 -0.145
Cl 9.916255 -6.152340 1.529258 -0.048 -0.064 -0.013
H 7.978470 -7.478609 1.443563 0.185 -0.022 0.023
```
Positions in Å, forces in eV/Å.

Summary:
- F_max (eV/Å) = 8.36
- HOMO energy (eV) = -7.3
- gap between HOMO and LUMO (eV) = 2.05
- charge = +1

Löwdin atomic charge list, values in e, 8 entries: number 1, C, carries -0.1685; number 2, C, carries -0.4498; number 3, O, carries -0.2134; number 4, C, carries -0.3023; number 5, P, carries 0.9787; number 6, C, carries -0.3370; number 7, C, carries -0.3183; number 8, O, carries -0.0263

***

2.
Below is C21H43N2OP3SSn as an isolated structure, with properties calculated with ωB97M-V/def2-TZVPD.

```
72
Properties=species:S:1:pos:R:3:forces:R:3
Sn -0.475463 -0.060088 0.166137 -2.417 -0.409 0.148
P 0.778395 0.872616 2.186744 0.978 0.548 0.751
P -2.082059 2.158789 -0.327947 -0.306 1.699 -0.350
P 0.597059 -2.472162 -0.131433 1.437 -1.125 -0.031
H -0.600209 1.015800 -2.832511 -0.091 -0.086 -0.244
C -0.592479 -0.068978 -2.767972 0.005 -0.415 0.574
C -1.717854 -0.796727 -2.617745 0.246 0.145 0.067
H -2.704883 -0.331954 -2.573663 0.301 -0.022 -0.146
C 2.226255 1.762743 1.560601 0.092 0.149 -0.348
C -0.258303 2.003202 3.142461 -0.658 0.200 -0.062
C 1.299758 -0.480608 3.269073 -0.071 -0.553 0.011
C -3.192086 2.287982 -1.771645 0.155 -0.912 -0.245
C -3.237576 2.664798 0.989131 0.107 -0.678 0.581
C -1.068672 3.668152 -0.533334 0.512 -0.419 0.007
C 0.272899 -3.517121 -1.583747 -0.771 0.465 -0.286
C 0.344908 -3.584678 1.280418 -0.683 0.404 0.538
C 2.388740 -2.192741 -0.223679 -0.103 0.413 0.052
H 0.398409 -0.533115 -2.825277 -0.331 0.068 -0.245
H -1.701312 -1.890345 -2.566868 0.104 0.356 -0.161
H 2.785407 2.267799 2.360674 -0.312 -0.168 0.054
H 1.929181 2.524641 0.828156 -0.104 -0.047 0.231
H 2.913471 1.090642 1.030008 -0.350 -0.107 0.133
H 0.238095 2.314315 4.074013 0.109 -0.193 -0.270
H -1.207848 1.520611 3.410863 0.271 -0.044 0.037
H -0.508610 2.911754 2.575001 0.262 -0.253 0.079
H 1.726238 -0.101542 4.210151 -0.106 0.123 -0.281
H 2.050515 -1.125734 2.790901 -0.098 0.346 0.037
H 0.441368 -1.117326 3.521970 0.068 0.245 0.058
H -3.505435 3.337241 -1.876211 0.178 -0.244 0.136
H -4.080329 1.667062 -1.604808 0.137 0.099 -0.118
H -2.686469 1.961343 -2.684324 -0.198 0.222 -0.013
H -3.373378 3.754044 0.929422 0.114 -0.255 -0.062
H -2.850946 2.392269 1.979146 -0.256 0.200 -0.187
H -4.206590 2.175945 0.829046 0.249 0.094 0.084
H -1.744324 4.493671 -0.805553 0.223 -0.256 0.116
H -0.336497 3.515121 -1.336889 -0.111 0.212 0.155
H -0.542364 3.914574 0.398238 -0.096 0.031 -0.266
H 1.018217 -4.326056 -1.610605 -0.106 0.268 0.184
H 0.339323 -2.937309 -2.509682 0.113 -0.186 0.076
H -0.728691 -3.958457 -1.514023 0.209 0.000 -0.031
H 0.941088 -4.498922 1.123387 -0.105 0.331 -0.105
H -0.723001 -3.851172 1.349073 0.406 -0.004 0.040
H 0.650587 -3.110564 2.228827 -0.093 -0.266 -0.413
H 2.876645 -3.152996 -0.454709 -0.178 0.247 0.114
H 2.806735 -1.788871 0.709114 -0.096 -0.127 -0.270
H 2.609198 -1.479224 -1.026584 0.020 -0.163 0.112
C 5.567692 0.063725 -0.622873 0.980 0.460 -0.824
C 6.669745 0.942129 -0.816647 -0.717 -0.654 -0.639
C 7.291476 0.923942 -2.079297 0.093 0.103 0.636
C 6.853334 0.066037 -3.092923 -0.337 -0.009 0.128
C 5.853093 -0.872620 -2.825876 0.119 -0.227 0.475
C 5.301048 -0.949123 -1.550159 -0.230 0.545 -0.284
O 4.624809 0.200073 0.371512 0.205 0.311 1.012
H 4.847608 0.933419 0.977805 0.512 -0.525 -0.454
H 7.015620 1.600597 -0.022989 -0.169 0.050 -0.194
H 8.129638 1.602164 -2.280876 -0.402 -0.301 0.180
H 7.288944 0.114046 -4.081863 0.063 0.038 0.065
H 5.488167 -1.554846 -3.589879 0.373 0.023 0.087
H 4.607691 -1.731671 -1.262828 0.070 0.165 -0.276
C -5.429558 -0.083537 2.471606 -0.226 0.134 0.554
N -5.246363 -0.615099 1.127128 0.843 0.011 -0.463
C -6.249441 -0.749869 0.177357 0.711 -0.161 0.129
C -5.675233 -1.313818 -0.914413 0.303 -0.093 0.194
N -4.338923 -1.531260 -0.614126 0.049 0.539 0.689
C -4.058925 -1.058447 0.635089 -1.799 0.092 -1.166
S -2.578434 -1.023577 1.497094 1.349 -0.109 0.185
H -5.031962 -0.789160 3.207542 -0.232 0.091 -0.139
H -4.915610 0.873589 2.595427 -0.102 -0.140 -0.125
H -6.502083 0.061172 2.627489 0.267 -0.058 0.093
H -7.266590 -0.434486 0.364373 0.109 -0.113 0.002
H -6.096088 -1.570164 -1.863894 -0.130 -0.177 -0.219
H -3.656773 -2.001640 -1.197123 -0.360 0.066 0.113
```
Positions in Å, forces in eV/Å.

Summary:
- F_max (eV/Å) = 2.46
- HOMO energy (spin up / spin down) (eV) = -16.8 / -16.8
- gap between HOMO and LUMO (spin up / spin down) (eV) = 2.17 / 2.11
- charge = +4

Löwdin atomic charge list, values in e, 8 entries: number 1, Sn, carries 0.8017; number 2, P, carries 0.7108; number 3, P, carries 0.7567; number 4, P, carries 0.7344; number 5, H, carries 0.0587; number 6, C, carries -0.1008; number 7, C, carries -0.0681; number 8, H, carries 0.0577

***

3.
Below is C5H6O as an isolated structure, with properties calculated with ωB97M-V/def2-TZVPD.

```
12
Properties=species:S:1:pos:R:3:forces:R:3
C -1.141920 1.043701 0.050532 -0.096 0.075 -0.041
C -0.579542 -0.346372 0.172134 -0.382 -0.180 0.429
O -0.729020 -1.005397 1.179477 -0.657 0.000 -0.564
C 0.457760 -0.835347 -0.852491 -0.054 -0.046 0.050
C 1.585598 -0.357357 -0.023689 0.327 0.252 0.470
C 2.126869 0.300951 0.909515 0.060 -0.516 -0.563
H -2.226346 0.966727 -0.052503 0.037 0.064 -0.039
H -0.724027 1.610484 -0.783948 -0.087 -0.135 0.071
H -0.926518 1.563420 0.988521 -0.107 -0.062 -0.169
H 0.402226 -0.367079 -1.839742 0.093 0.058 0.308
H 0.449375 -1.924864 -0.946864 -0.027 0.201 0.026
H 1.305545 -0.648864 1.199053 0.894 0.291 0.022
```
Positions in Å, forces in eV/Å.

Summary:
- F_max (eV/Å) = 0.94
- HOMO energy (eV) = -10.1
- gap between HOMO and LUMO (eV) = 10.52

Löwdin atomic charge list, values in e, 8 entries: number 1, C, carries -0.0019; number 2, C, carries -0.4754; number 3, O, carries 0.0586; number 4, C, carries -0.0930; number 5, C, carries -0.1872; number 6, C, carries 0.0766; number 7, H, carries 0.0927; number 8, H, carries 0.0860

***

We obtain DFT total energy values of -353531.4212 -71994.8276 -7325.1727 eV for the records listed above, in that order.